No. 1
C3H3N3O | wB97M-V/def2-TZVPD

Element x y z (Å)
1 H 1.7502 -1.1405 0.9193
2 C 0.8381 -0.0747 -0.2063
3 N -1.7027 0.3083 0.3587
4 C -1.2688 -0.8083 -0.2051
5 H -1.9808 -1.6089 -0.3777
6 H 0.9012 2.1551 -0.4099
7 C 0.3383 1.2499 -0.1970
8 N 0.0144 -1.0587 -0.4647
9 N -0.9005 1.3657 0.2247
10 O 2.0104 -0.3878 0.3581

Results
HOMO level ... -9.78 eV
Total charge ... 0
Strongest force on any atom ... 0.83 eV Å⁻¹


No. 2
C3H3N3O | wB97M-V/def2-TZVPD

Element x y z (Å)
1 H -1.9205 -0.4877 -1.9801
2 C 0.7382 0.2514 0.6385
3 N 0.5522 1.0309 -0.5373
4 C -1.1025 -1.0985 -0.0866
5 O 1.5877 0.5046 1.4621
6 N -0.1536 -0.8049 0.8238
7 N -0.3491 0.7459 -1.3762
8 C -1.1870 -0.3318 -1.1966
9 H -0.0628 -1.3220 1.6968
10 H -1.7563 -1.9577 0.0820

Results
HOMO level ... -9.41 eV
Total charge ... 0
Strongest force on any atom ... 0.58 eV Å⁻¹


No. 3
C3H3N3O | wB97M-V/def2-TZVPD

Element x y z (Å)
1 H -1.8901 -1.8528 -1.6350
2 H 3.2693 0.9974 2.0919
3 N -1.2184 0.1917 -0.9664
4 H 0.5638 1.1939 -1.0578
5 C -2.2742 -0.4142 -0.4189
6 C -0.0538 0.4515 -0.5427
7 C 2.2466 0.8630 1.8107
8 O -2.5582 -1.5858 -0.9720
9 N 0.4732 -0.2111 0.5707
10 N 1.4419 0.3664 1.1194

Results
HOMO level ... -8.11 eV
Total charge ... 0
Strongest force on any atom ... 0.96 eV Å⁻¹


No. 4
C3H3N3O | wB97M-V/def2-TZVPD

Element x y z (Å)
1 H 3.0739 -0.1599 0.2098
2 C -0.0054 -0.9210 -0.2163
3 C 1.2245 -0.7155 0.2299
4 N -1.2570 1.2915 -1.0343
5 N -1.2786 2.0772 -0.1060
6 N 2.3230 -0.6013 0.7343
7 H -0.2378 -1.8431 -0.7396
8 H -2.0406 -0.2919 -0.0426
9 C -1.0261 0.1173 -0.0327
10 O -0.7759 1.0467 0.9975

Results
HOMO level ... -9.52 eV
Total charge ... 0
Strongest force on any atom ... 1.99 eV Å⁻¹


The records above yield E values of -355.566131, -355.587039, -355.436683, -355.459362 Eh, respectively.
The records above yield ΔE to the lowest compared entry with this formula, charge and spin values of 2.007, 1.438, 5.529, 4.912 eV, respectively.
The records above yield M values of 97.1, 97.1, 97.1, 97.1 g mol⁻¹, respectively.